1.
Formula: C28H60O14S6
Source: the OMol25 dataset
Level of theory: wB97M-V/def2-TZVPD

Results
ΔE to the lowest compared entry with this formula, charge and spin: 0.000 eV
LUMO energy: 0.31 eV
Kohn-Sham gap: 10.3 eV
2S+1: 1

Atoms and positions in Å:
O  -3.06748  4.02689  1.43985
S  -4.35801  3.62365  0.86733
O  -5.38008  4.61000  0.61706
C  -4.05599  2.51307  -0.55347
C  -4.91609  1.23218  -0.28303
C  -4.58675  1.01111  1.21818
C  -4.96951  2.26385  1.97620
H  -2.99931  2.20642  -0.54241
H  -4.23495  3.10599  -1.43419
H  -5.98524  1.30572  -0.42957
H  -4.43808  0.47278  -0.89436
H  -3.53756  0.81055  1.35730
H  -5.09900  0.18005  1.67298
H  -4.51369  2.43691  2.92271
H  -6.06304  2.47710  2.02200
O  2.25039  -5.38024  -5.66309
S  1.88544  -4.56386  -4.51097
O  0.66218  -3.85044  -4.52062
C  1.89616  -5.63000  -3.00637
C  2.40725  -4.71102  -1.90723
C  3.62601  -4.02518  -2.52961
C  3.18772  -3.42533  -3.92974
H  2.59765  -6.47597  -3.20223
H  0.79119  -5.87777  -3.04543
H  1.64335  -3.93276  -1.63307
H  2.75970  -5.28931  -0.97298
H  4.28662  -4.89324  -2.66936
H  4.06602  -3.33650  -1.83058
H  4.05627  -3.35664  -4.58669
H  2.65662  -2.47473  -3.88822
O  0.96775  0.62950  3.36288
S  -0.32125  1.27138  3.16420
O  -0.93654  1.24372  1.83052
C  -1.46421  0.54986  4.40561
C  -1.82869  1.64610  5.35591
C  -1.69512  3.05125  4.59466
C  -0.44491  3.08692  3.66843
H  -0.94241  -0.28486  4.82069
H  -2.19675  0.13235  3.76171
H  -2.83834  1.55258  5.79625
H  -1.15490  1.60296  6.25219
H  -1.58797  3.82249  5.33326
H  -2.56100  3.11198  3.97895
H  0.43441  3.35282  4.21628
H  -0.57741  3.68277  2.72747
O  -2.49301  -2.83944  2.35508
S  -1.24173  -3.08895  2.98481
O  -1.05445  -2.64871  4.33261
C  -0.81379  -4.82013  2.76400
C  0.55506  -4.88143  2.07894
C  1.19903  -3.54520  2.17198
C  0.06739  -2.43650  1.98511
H  -1.62178  -5.21296  2.11898
H  -0.94717  -5.48468  3.63659
H  1.23211  -5.62273  2.48314
H  0.40752  -5.21501  1.04772
H  2.05300  -3.53060  1.48004
H  1.60742  -3.38604  3.13861
H  -0.27079  -2.33169  0.97530
H  0.42814  -1.48958  2.38221
O  0.52100  -1.13435  -2.71701
S  -0.77318  -1.67408  -2.31497
O  -0.84017  -2.84476  -1.43747
C  -1.76290  -0.23567  -1.66325
C  -2.71382  0.11140  -2.87277
C  -2.21481  -0.58687  -4.19115
C  -1.76398  -1.98311  -3.82531
H  -0.96248  0.51546  -1.54634
H  -2.30072  -0.50821  -0.75872
H  -3.72613  -0.06468  -2.61982
H  -2.55000  1.13925  -3.07166
H  -1.46621  0.01764  -4.68890
H  -2.93653  -0.51448  -4.97144
H  -1.16984  -2.50099  -4.58358
H  -2.59187  -2.63739  -3.52782
O  -0.86894  2.23569  -3.82087
S  0.24510  3.18045  -3.79679
O  0.59533  3.99397  -4.96221
C  0.05038  4.32609  -2.41149
C  1.03183  3.83839  -1.33582
C  2.28437  3.33780  -2.10615
C  1.70381  2.29887  -3.14192
H  -0.96512  4.38651  -2.07063
H  0.43345  5.22629  -2.85389
H  1.35633  4.66999  -0.70157
H  0.65872  2.93845  -0.83485
H  3.11625  2.97098  -1.50022
H  2.60580  4.07397  -2.83463
H  1.50027  1.33904  -2.66514
H  2.39366  2.13601  -3.96963
C  3.96511  3.72246  2.99852
C  3.91298  2.41270  2.20353
O  4.00539  1.28153  3.00348
H  4.91078  3.67469  3.57824
H  3.09123  3.69166  3.68181
H  3.79176  4.64206  2.46568
H  4.80188  2.24162  1.58484
H  3.00950  2.31984  1.59618
H  3.36259  1.35853  3.70409
C  3.52086  -0.18486  -0.76939
C  2.32184  -0.18469  0.14573
O  1.35944  0.84555  -0.20627
H  4.40485  -0.59846  -0.31552
H  3.81995  0.87296  -1.05647
H  3.27101  -0.64743  -1.69291
H  2.62995  -0.15573  1.15959
H  1.74539  -1.12089  -0.00555
H  0.65846  0.80535  0.45589

=====

2.
Formula: C28H61BrN4O8P
Source: the OMol25 dataset
Level of theory: wB97M-V/def2-TZVPD

Results
LUMO energy: -3.35 eV
Charge: +1
Kohn-Sham gap: 7.6 eV
2S+1: 1

Atoms and positions in Å:
C  3.01307  -4.20474  2.78057
O  2.24459  -4.82089  1.76522
C  2.39744  -4.18467  0.50278
C  1.16019  -4.52842  -0.37855
C  0.15000  -3.32331  -0.52776
C  -0.09074  -2.75568  0.90157
N  -1.44825  -2.16615  1.15488
C  -1.98223  -1.51971  0.03411
N  -2.85840  -2.14511  -0.70091
C  -3.35964  -3.51860  -0.46896
O  -3.86176  -3.98735  -1.69716
C  -2.81663  -4.26547  -2.62602
N  -1.69891  -0.20504  -0.35006
C  -2.03695  0.66520  0.81605
C  -3.54897  0.63928  1.21289
C  -4.43971  1.46484  0.25547
O  -4.94684  2.43239  0.58890
Br  -4.79076  0.85133  -1.58836
P  -1.70352  2.46928  0.22591
C  -0.24507  2.49180  -0.91838
O  -1.33471  3.29558  1.64188
C  -1.08195  0.23509  1.96761
C  0.40596  0.56813  1.70358
C  1.38636  0.25493  2.88156
C  2.70907  -0.30100  2.28955
C  3.64101  0.83489  1.74541
C  4.70123  0.23448  0.76397
N  4.97779  1.16433  -0.36930
C  -1.30886  -1.26228  2.35593
C  -2.50107  -1.44966  3.35329
O  -2.22532  -2.62521  4.12067
O  -3.12299  -3.61244  3.75521
H  2.73581  -3.14019  2.93541
H  2.75549  -4.71983  3.72434
H  4.10655  -4.30461  2.64986
H  3.30835  -4.57154  0.00110
H  2.55464  -3.09689  0.64625
H  1.47840  -4.92685  -1.35209
H  0.59949  -5.28585  0.20545
H  0.66805  -2.56580  -1.14484
H  -0.73581  -3.75176  -1.00807
H  0.74777  -2.08156  1.13406
H  0.00712  -3.60899  1.60262
H  -3.26380  -1.66079  -1.50311
H  -4.23101  -3.48542  0.21030
H  -2.61017  -4.20463  -0.04390
H  -2.10022  -4.98071  -2.17053
H  -3.18604  -4.72015  -3.55450
H  -2.22728  -3.36535  -2.90592
H  -2.27326  0.06100  -1.15395
H  -3.96909  -0.36913  1.36550
H  -3.62989  1.15880  2.18709
H  -0.04353  1.53266  -1.41738
H  0.65101  2.77726  -0.32687
H  -0.39890  3.32422  -1.62446
H  -2.08868  3.16860  2.24114
H  -1.39080  0.84299  2.84382
H  0.73006  0.00492  0.80238
H  0.57156  1.62433  1.43640
H  0.96044  -0.35099  3.69790
H  1.64804  1.23323  3.33247
H  2.53399  -0.96184  1.41527
H  3.32193  -0.87914  3.00391
H  3.06104  1.54411  1.12458
H  4.16070  1.35303  2.56879
H  4.32949  -0.70274  0.29682
H  5.64479  -0.02610  1.27177
H  5.99077  1.26474  -0.44390
H  4.73166  0.71094  -1.24668
H  -0.44315  -1.65471  2.91469
H  -2.61913  -0.56614  4.00814
H  -3.45209  -1.63671  2.82906
H  -2.82234  -4.01835  2.92354
C  -7.98725  7.04378  0.37756
C  -8.84939  5.79469  0.30199
O  -9.24019  5.44934  -1.01593
C  -8.19369  5.17646  -1.93027
C  -7.30186  4.02017  -1.51012
H  -8.50911  7.89418  -0.06548
H  -7.75150  7.27889  1.41687
H  -7.04448  6.92254  -0.15831
H  -9.77230  5.96742  0.85704
H  -8.35138  4.94650  0.78514
H  -7.60229  6.08097  -2.11017
H  -8.67431  4.92933  -2.87829
H  -6.78983  4.21875  -0.56796
H  -6.54166  3.83272  -2.27119
H  -7.89382  3.11171  -1.37606
C  8.82681  -1.46706  -3.52654
C  7.66451  -0.51337  -3.30906
O  7.91810  0.48289  -2.33247
C  9.00988  1.35453  -2.59076
C  8.86678  2.14855  -3.87733
H  9.09757  -1.95807  -2.58957
H  8.55847  -2.23052  -4.25859
H  9.71438  -0.95123  -3.89432
H  6.80407  -1.08105  -2.94863
H  7.35727  -0.05032  -4.25277
H  9.95092  0.79509  -2.57834
H  9.05183  2.04722  -1.74863
H  8.82680  1.50247  -4.75545
H  9.71287  2.82612  -3.99883
H  7.94741  2.73738  -3.86147